No. 1
Computed, not measured: a molecular structure, C4H4 in a non-equilibrium geometry, with wB97M-V/def2-TZVPD.

```
8
Properties=species:S:1:pos:R:3:lowdin_charge:R:1
H 0.83374 0.47115 2.48955 0.0142
H 1.37957 0.64281 -0.80340 0.0708
C -0.98277 -0.41615 -0.95598 -0.1488
H -1.95833 -0.03437 -1.11296 0.1067
H 0.12680 0.96763 2.70378 0.0243
C 0.05300 -0.88747 -1.79874 0.0750
C -0.14341 -0.67053 0.20515 -0.0047
C 0.69141 -0.07307 -0.72739 -0.1375
```

- HOMO-LUMO gap: 9.75 eV
- LUMO energy: 0.6474 eV
- ΔE to the lowest compared entry with this formula, charge and spin: 130.0 kcal/mol

No. 2
Computed, not measured: 10 unconnected molecules or ions with the total composition C14H40N8O22S2 in a non-equilibrium geometry, with wB97M-V/def2-TZVPD.

```
86
Properties=species:S:1:pos:R:3:lowdin_charge:R:1
H -0.10600 6.74316 0.93141 0.1220
H 6.43533 -5.93420 1.54945 0.0903
O -4.82156 -3.56704 -9.31222 0.0677
H -0.36857 7.36490 -0.68103 0.1119
N -1.75589 -7.15255 0.84742 -0.4706
O 5.71906 -7.09727 3.65552 0.0210
C 3.71569 0.13145 5.71655 -0.2897
O -7.60830 3.22841 -6.07108 0.0134
H -6.15405 2.99028 -4.40345 0.0956
C 5.03845 -0.61979 5.90975 -0.0706
O 0.72917 -1.76237 -1.19039 0.0336
H 5.48244 -0.24768 6.83306 0.0797
O -8.17575 0.92270 6.37148 0.0368
H -2.44462 6.39271 0.53187 0.0785
H -4.91034 3.82065 -5.32595 0.1069
H -3.63557 -7.94043 1.39256 0.0960
H -4.72477 2.05848 -5.23785 0.1014
H 1.53169 10.30462 -0.74849 0.0686
O -0.95809 9.54872 -1.44718 -0.2895
S -0.66699 10.02862 -0.12733 0.6456
H -2.33785 7.51707 1.74219 0.0800
H 4.89377 -6.55636 0.84950 0.1022
C 3.45326 -5.17842 -6.82009 0.0576
N -6.44379 2.77528 -6.29954 -0.4158
H 7.83701 4.44891 -1.08405 0.1118
O 0.84423 0.20379 5.55225 -0.3259
N 6.10175 5.24793 -0.71096 -0.4519
O 2.31469 -6.17337 -8.68316 0.0078
O -0.78879 -6.69243 1.38308 0.0637
C -1.50724 -1.16082 -1.05814 0.0297
H 4.33494 -5.81288 -6.91072 0.0980
C 6.93599 4.07936 -0.59445 0.0123
C -2.08257 7.40889 0.68804 -0.0709
H 4.94549 -1.70081 6.01403 0.0694
C -6.55355 -0.10529 5.04812 0.0643
H 6.35037 3.25232 -0.99590 0.1068
H 3.19332 -0.34574 4.88739 0.1046
H -5.04222 -4.45187 -6.62779 0.0987
H -2.43842 -7.80356 2.72034 0.1024
H 2.36646 -2.36690 5.81618 0.0643
O -1.90330 -7.29537 -0.35395 0.0704
H 5.73485 -0.47445 5.08392 0.0777
H -2.25730 -0.52652 -1.53057 0.0875
H 3.11585 -4.83470 -5.84228 0.0932
C -4.71131 -4.89604 -7.56659 0.0188
C 5.86885 -6.81919 1.25965 0.0373
N -4.19367 -3.72367 -8.28522 -0.4452
H 3.95054 1.15811 5.43566 0.1237
C -2.84158 -7.33127 1.82450 0.0322
H -7.32130 -0.28094 4.29458 0.0903
O -3.20197 -3.11352 -7.88527 0.0610
H 2.28891 -2.45556 7.64280 0.0762
N 5.74678 -7.64837 2.50929 -0.4018
H -2.57611 8.23376 0.17411 0.0582
H -1.90285 -2.05521 -1.53940 0.0943
C 0.89443 11.02186 -0.23122 -0.0806
O 0.83634 0.00422 8.11212 -0.2953
H -1.49878 -1.04340 0.02550 0.1076
O 0.16501 0.18338 -1.93502 0.0703
N -6.97355 0.91591 6.13991 -0.4490
S 1.42784 -0.36092 6.82119 0.6952
H -6.44444 -0.97915 5.69044 0.0943
H 1.24649 11.08475 0.79844 0.0653
O 5.53619 -8.84238 2.32867 0.0567
O 2.99081 0.09079 6.94574 -0.2754
O 1.54554 -6.56127 -6.63883 0.0638
O 5.96289 5.92863 0.32785 0.0489
C -5.44512 2.87640 -5.22354 0.0341
H -5.58920 -5.34272 -8.03337 0.0962
O -6.06905 2.71694 -7.45120 0.0645
C 1.79135 -2.16076 6.71888 -0.0993
O -1.71966 10.60792 0.67243 -0.2797
N -0.11978 -0.93470 -1.57570 -0.4230
H 3.49758 -4.37196 -7.55206 0.0897
H 7.25730 3.74421 0.39172 0.0979
C -0.58638 7.54562 0.37158 -0.3316
H -3.18134 -6.30628 1.97290 0.1058
H -3.98323 -5.69588 -7.43144 0.1028
O 5.65439 5.47877 -1.81914 0.0742
H -5.62695 0.33589 4.68089 0.0890
H 0.57578 11.96642 -0.67210 0.0721
O -6.18151 1.62540 6.69987 0.0741
H 6.45784 -7.35642 0.51628 0.0942
H 0.80797 -2.63040 6.69693 0.0651
O -0.03868 8.75383 0.73173 -0.2498
N 2.31534 -6.03023 -7.41109 -0.4100
```

- HOMO-LUMO gap: 10.32 eV
- LUMO energy: -0.5320 eV
- Structure (SMILES): CCOS(C)(=O)=O.CCOS(C)(=O)=O.C[N+](=O)[O-].C[N+](=O)[O-].C[N+](=O)[O-].C[N+](=O)[O-].C[N+](=O)[O-].C[N+](=O)[O-].C[N+](=O)[O-].C[N+](=O)[O-]
- ΔE to the lowest compared entry with this formula, charge and spin: 126.9 kcal/mol

No. 3
Computed, not measured: 16 unconnected molecules or ions with the total composition C47H91N5O11 in a non-equilibrium geometry, with wB97M-V/def2-TZVPD.

```
154
Properties=species:S:1:pos:R:3:lowdin_charge:R:1
H 17.05397 11.08010 12.18057 0.0995
H 9.90114 13.67454 15.13767 0.0557
O 9.68635 13.99805 14.23200 -0.1335
H 12.51854 10.93363 16.10036 0.0726
H 21.53810 11.86674 12.28105 0.0656
H 18.33460 15.43331 18.57046 0.1239
H 10.92891 12.16504 16.89673 0.0600
C 17.37773 12.92101 16.30962 -0.1091
H 10.12301 14.41234 9.77102 0.0769
C 9.63008 13.23229 17.97983 -0.2814
N 18.92048 16.72058 15.01202 0.0585
H 9.59225 11.10789 14.33987 0.0671
H 15.20342 8.00244 9.11200 0.0939
C 16.58792 15.63779 13.91742 -0.0622
C 18.27896 16.06108 10.13205 -0.0808
H 13.26194 13.26752 17.13531 0.0584
H 14.20416 10.89699 17.84579 0.0883
H 12.68006 12.01921 19.35092 0.0730
O 13.62815 16.67396 12.11103 -0.1100
H 7.84857 13.13497 14.31118 0.1128
H 16.28834 14.12751 17.61832 0.0666
H 10.40433 12.15761 9.07756 0.0967
H 14.61911 9.70924 9.28285 0.1124
H 13.61407 8.84303 7.16172 0.0747
C 6.86099 13.47033 9.44217 -0.0894
C 9.39814 12.52628 9.19374 -0.1534
H 12.96085 15.19001 15.55183 0.0913
H 19.24894 11.52804 5.42623 0.0910
H 14.92584 17.46788 9.97642 0.0816
O 18.97391 10.70874 13.38286 -0.1310
H 19.05387 11.19947 14.23698 0.0557
H 5.83709 13.82182 9.44224 0.1011
C 16.58711 16.85019 14.51317 -0.0589
H 12.80856 16.57148 12.69753 0.0748
H 17.08686 12.86635 8.65837 0.0484
C 12.98790 8.47588 14.38417 -0.2957
C 14.41844 15.66014 18.98701 -0.1803
C 19.53348 14.26495 17.28033 -0.1087
H 15.12621 8.14229 6.67254 0.0609
C 18.97853 15.53252 14.40012 -0.1624
C 13.69745 12.68669 12.92872 -0.0850
H 7.71692 15.28242 10.23350 0.1112
H 16.56293 12.30864 15.95749 0.0804
H 13.19214 9.72932 12.66871 0.0609
C 17.24947 13.99620 17.16794 -0.0544
C 13.57842 14.23577 17.35329 -0.1507
C 9.23941 13.84738 9.67303 -0.0563
H 17.39190 16.29733 9.42010 0.1106
N 18.62724 12.53371 15.92536 0.0551
H 10.07308 17.46643 15.58400 0.0748
H 13.67553 17.40102 16.22371 0.1242
H 17.71273 18.26036 15.62424 0.0897
C 18.24794 11.87578 7.33941 -0.3165
C 13.23186 10.52984 17.94100 -0.2917
N 13.99565 14.45460 18.62987 0.0606
H 12.79848 8.05136 12.16750 0.0985
H 9.37304 14.97404 19.06540 0.0697
O 18.07928 13.69804 10.08965 -0.0952
H 12.27101 16.14361 10.68536 0.0886
H 14.44568 8.58332 12.87191 0.0835
C 9.90934 14.66498 18.18828 -0.0849
H 13.23212 7.47671 14.66741 0.0970
O 13.69272 9.47115 15.15477 -0.1246
H 8.40712 13.54065 12.68681 0.1107
H 20.04642 9.95134 11.83257 0.1078
O 16.97391 12.26205 7.90316 -0.1212
H 12.80643 13.25261 13.16040 0.1057
H 10.99730 14.90081 18.30292 0.0842
H 17.70231 12.55554 5.43757 0.0574
C 17.27188 8.36958 16.13263 -0.2637
H 18.97177 16.87735 10.24197 0.0715
H 13.70492 15.27455 10.60882 0.0768
C 17.85615 14.97500 13.81815 -0.0686
C 10.11079 18.11836 14.68692 -0.0879
H 15.00908 9.93055 6.81648 0.0854
C 18.32265 14.68214 17.76039 -0.0489
H 13.23282 10.48745 20.05621 0.0815
H 14.90580 15.71215 19.95984 0.1046
C 20.19912 10.16509 12.87776 -0.2873
H 10.97306 18.76034 14.73038 0.0655
C 18.22588 11.71497 5.83647 -0.0851
H 18.76788 6.86080 15.97363 0.0683
H 20.45507 14.75567 17.58001 0.1072
H 16.60630 10.37530 8.43886 -0.0065
H 8.52143 13.04955 17.83496 0.1328
C 7.14649 12.16299 9.12088 -0.1635
H 18.53331 10.91560 7.83756 0.1123
O 16.55775 9.45287 8.58637 -0.0999
H 14.32248 12.53844 15.02777 0.1149
H 20.66027 12.86258 16.03121 0.1147
H 11.52344 10.63526 19.22829 0.0848
C 13.32960 16.26813 10.78696 -0.3283
H 17.77575 15.96519 11.08044 0.0466
N 8.38938 11.72717 8.89638 0.0538
C 14.46628 16.77207 18.15136 -0.0683
C 9.28486 11.67868 13.44914 -0.0776
H 13.32153 18.14230 9.75965 0.0433
H 19.03324 12.61411 7.66039 0.1098
H 10.65784 15.40082 13.60730 0.0618
H 13.44890 12.96176 10.88431 0.0965
H 21.78961 11.17163 13.93627 0.0698
H 15.73104 15.15006 13.46276 0.0977
H 22.24252 10.41488 12.42842 0.0553
C 21.49058 10.98583 12.90341 -0.0810
C 9.97844 17.27055 13.45359 -0.3210
C 17.79384 17.32653 15.13098 -0.1539
C 13.96615 16.52911 16.89234 -0.0868
H 9.21867 18.75606 14.83535 0.0790
C 16.08326 11.54941 12.37209 -0.1027
C 14.56576 12.35064 13.94212 -0.1577
H 17.75671 8.95268 16.89297 0.0959
H 11.92460 8.60409 14.62466 0.1151
C 14.71011 8.94131 7.24899 -0.0925
H 8.46105 11.12705 12.92994 0.0858
H 6.26859 11.51232 8.87102 0.1170
C 13.34018 8.67344 12.94757 -0.0919
O 12.38746 11.21242 17.01611 -0.1531
H 14.79249 17.71195 18.62103 0.1123
C 15.21246 8.96535 8.67373 -0.2929
H 14.65885 9.32182 15.04815 0.0564
C 18.99986 14.79175 9.77800 -0.2604
O 11.01599 16.30544 13.40667 -0.1256
H 13.95614 16.79181 8.72641 0.0745
C 13.50608 15.26673 16.45671 -0.0496
O 10.24941 12.87294 16.72082 -0.1395
H 16.51772 7.78058 16.70641 0.1283
H 20.37803 9.25405 13.47453 0.0996
C 14.07185 12.57833 11.65197 -0.1003
H 13.25585 9.42234 17.72333 0.1293
H 9.48043 15.20571 17.35061 0.0717
H 10.02961 12.59944 18.74082 0.0932
H 19.17066 8.30863 15.12931 0.0552
C 19.66899 13.21231 16.39088 -0.1709
H 17.51628 10.86283 5.58211 0.0913
H 17.16483 9.88445 14.72610 0.0555
C 8.73774 13.09296 13.66754 -0.2786
O 16.59248 9.32675 15.28204 -0.1293
N 15.72343 11.81267 13.64834 0.0759
H 19.95580 14.82717 10.22204 0.0961
H 15.51666 11.79360 10.28209 0.0980
H 17.86553 13.78829 11.01382 0.0499
C 18.35090 7.64466 15.37583 -0.0795
H 10.15979 11.58359 12.82874 0.0530
H 18.08629 7.21236 14.43864 0.0721
C 13.84692 17.24322 9.71852 -0.0682
C 15.25106 11.95407 11.33479 -0.0528
H 15.64188 17.36948 14.75084 0.0950
C 12.59904 10.90469 19.25976 -0.0782
C 7.92295 14.29947 9.77471 -0.0917
H 19.96054 15.19568 14.13488 0.1033
H 19.18003 14.74504 8.72233 0.0992
H 8.97451 16.79634 13.32114 0.1224
H 9.99029 17.91637 12.58413 0.1015
H 17.93093 14.08662 13.27534 0.0672
```

- HOMO-LUMO gap: 9.78 eV
- LUMO energy: 0.6601 eV

no.,highest occupied orbital energy (eV),E (Eh)
1,-9.11,-154.51323
2,-10.85,-3446.17005
3,-9.12,-2946.67831